Here is a structure of composition C14H50B2O11PtSSr at a distorted geometry from the OMol25 dataset. Energies are from wB97M-V/def2-TZVPD.

```
! wB97M-V def2-TZVPD RIJCOSX def2/J DEFGRID3
* xyz -1 4
H -1.5220 1.1648 -0.1134
H 1.1672 -1.0893 5.5474
C 0.4895 4.0826 2.6580
C -2.4904 -3.3512 0.6847
O 2.3162 1.2844 1.2890
C -4.0115 -1.5682 -3.4973
H -1.0750 4.2486 1.0998
H -0.0812 -0.0776 5.1075
O 0.6775 3.6170 0.2459
H -0.2464 3.8046 3.4126
H 2.1212 -3.3961 0.8921
H 3.3286 3.2527 -1.7348
H -3.4133 -2.3176 -6.4657
H 3.0677 -5.5513 1.4611
H -2.8709 0.8382 -1.9320
H -2.7931 -3.2851 -0.3603
H 5.0324 2.3290 1.3096
H 3.5733 1.7923 -0.8762
O 1.8898 -3.7658 -1.0493
C 0.3258 -0.8762 3.3223
H 1.8391 1.8014 -2.8056
H -2.1750 -1.2054 1.1269
H -4.0253 -2.5903 -3.1187
C -2.7746 -2.0643 1.4284
H -0.4003 -1.6889 3.3404
C -4.3818 -1.4612 -4.9964
Pt 1.5978 2.0150 -0.7873
H -3.0907 -4.1839 1.0513
O -3.1729 -1.7374 -5.7396
H -3.4856 -0.0838 -0.6113
H -5.1156 -2.2350 -5.2222
C 0.8605 -0.4589 4.7127
H 1.3526 -2.9841 -0.9007
H -5.2536 1.3005 -2.0316
H 3.7723 3.0650 2.1472
O 1.3480 -1.3664 2.4886
C -3.3031 0.9404 -0.9366
C 2.7425 -5.4328 0.4275
H -3.0256 -1.1178 -3.3829
H 1.0073 3.3497 -2.5347
H 0.9277 2.5637 -4.0799
H 3.4102 -5.9157 -0.2860
H 1.5398 0.3935 4.6962
H 3.3070 3.2700 -0.0224
O 1.6506 -0.0893 -1.4652
H 4.9065 2.1997 3.1215
B 3.8228 2.8420 -0.8680
H 0.6145 5.1654 2.6668
H -5.3527 1.4205 -0.3726
H 1.1881 4.4297 0.2649
O -0.5635 -0.5963 -2.1186
H 3.6553 -3.4639 0.0791
C -0.2108 3.6220 1.3204
H -0.7006 2.6668 1.5099
H -4.7524 -1.0438 -2.8937
H 1.7404 -5.8149 0.2330
H 4.8777 3.0662 -0.8328
H 4.0404 0.0930 1.5155
O -1.1020 -3.6039 0.8668
C -4.6622 1.6483 -1.1846
H -3.8052 -1.8431 1.7061
O 0.2778 -1.5601 -0.0851
H 3.1840 0.5078 2.9034
O -0.0745 0.7870 -0.2996
H -4.7053 -0.4882 -5.3661
O -2.3764 1.5727 0.0452
H -4.5855 2.7115 -1.4125
Sr 1.0813 -0.0623 -3.8765
S 0.2837 -0.4419 -0.9899
C 4.3811 2.1610 2.1673
H 1.4838 3.6871 2.8652
H 0.8843 -1.6666 1.7035
H -0.0673 -0.0002 2.8063
H 1.6248 0.6998 1.6082
C 2.6826 -3.9520 0.1411
H 0.1085 1.8637 -2.6003
B 0.9566 2.3854 -3.0161
H -2.4261 -2.2326 2.4473
C 3.5021 0.9343 1.9522
H -0.5479 -2.9145 0.4935
*
```

HOMO-LUMO gap (alpha / beta): 3.796 / 8.103 eV
Maximum force: 4.5 eV Å⁻¹
HOMO energy (alpha / beta): -1.45 / -5.77 eV